Here is 2 unconnected molecules or ions with the total composition C3H9ClN2 in a non-equilibrium geometry from OMol25. Energies are from ωB97M-V/def2-TZVPD.

## Properties
Energy relative to the best compared isomer or geometry (same formula, charge and spin) = 88.72 kcal per mole
Total energy = -18755.531 eV
LUMO energy = 1.0 eV
Gap between HOMO and LUMO = 7.740 eV

Positions of all 15 atoms, in Å:
C1 -1.5783 1.0640 0.8589
C2 0.4154 -1.0849 0.1492
C3 -0.2849 1.0363 0.1484
N1 2.3522 -1.0379 -1.3517
N2 1.6826 -1.2429 -0.0749
Cl1 0.9747 1.9349 1.0166
H1 -2.1310 0.3246 0.2834
H2 -2.0856 1.9520 0.7125
H3 -1.4605 0.7959 1.9649
H4 -0.0845 -1.6148 1.0774
H5 -0.1218 -1.1271 -0.8044
H6 -0.2274 1.0194 -0.9289
H7 3.1029 -1.7068 -1.2560
H8 1.6500 -1.2184 -2.0080
H9 2.3123 -1.0429 0.6938

Atom charges from the Löwdin analysis, given in e for atoms 1 to 4: number 1, C, carries -0.221; number 2, C, carries -0.162; number 3, C, carries -0.691; number 4, N, carries 0.061

***

Here is a molecular structure, C15H38IrN5O3PS2 from OMol25. Energies are from ωB97M-V/def2-TZVPD.

## Properties
Spin multiplicity = 2
Energy relative to the best compared isomer or geometry (same formula, charge and spin) = 2.85 kcal per mole
Total energy = -63553.175 eV
LUMO energy (spin up / spin down) = -5.6 / -7.9 eV
Total charge = +2
Gap between HOMO and LUMO (spin up / spin down) = 8.109 / 5.706 eV

Positions of all 65 atoms, in Å:
Ir1 1.2180 0.4601 0.5984
N1 2.5621 -0.4790 -0.7311
C1 3.7922 0.1938 -1.2085
C2 3.3784 1.5087 -1.8266
N2 2.6391 2.2911 -0.8335
C3 3.5335 2.9364 0.1364
C4 2.8565 3.0419 1.4817
N3 2.4650 1.6839 1.9340
C5 1.6842 3.2373 -1.4406
C6 0.3220 2.5789 -1.5937
N4 -0.0810 2.0778 -0.2708
H1 2.0084 -0.7613 -1.5427
H2 2.8072 -1.3647 -0.2911
H3 4.4595 0.3329 -0.3588
H4 4.3029 -0.4425 -1.9315
H5 4.2510 2.0551 -2.1991
H6 2.7241 1.3217 -2.6809
H7 4.4404 2.3392 0.2400
H8 3.8471 3.9241 -0.2152
H9 3.5190 3.5142 2.2078
H10 1.9502 3.6453 1.4233
H11 3.2920 1.1746 2.2391
H12 1.8847 1.7869 2.7637
H13 1.5948 4.1096 -0.7904
H14 2.0532 3.5991 -2.4042
H15 -0.4040 3.2860 -1.9985
H16 0.3640 1.7228 -2.2698
H17 -0.2379 2.8517 0.3714
H18 -0.9640 1.5736 -0.3460
N5 -1.1095 0.0109 3.9276
C7 -0.1495 -0.0312 3.0393
O1 -0.1911 0.7693 2.0428
C8 1.0673 -0.8807 3.2111
C9 1.7455 -1.1075 1.8497
H19 -1.9398 0.5497 3.7279
H20 -1.1574 -0.6788 4.6610
H21 0.8179 -1.8167 3.7069
H22 1.7268 -0.3314 3.8943
H23 1.4166 -2.0525 1.4168
H24 2.8317 -1.1299 1.9777
C10 -2.1449 -3.0304 -3.0241
C11 -2.3856 -3.5652 -1.6312
C12 -1.2839 -4.4729 -1.1388
O2 -2.6255 -2.3934 -0.7573
P1 -1.8143 -1.7221 0.3988
S1 -1.2238 -2.7888 1.8850
S2 -0.2502 -0.8380 -0.7213
O3 -2.7511 -0.5443 0.8747
C13 -3.9623 0.0232 0.2509
C14 -5.1210 -0.9410 0.3864
C15 -3.7193 0.4869 -1.1696
H25 -2.1052 -3.8597 -3.7301
H26 -1.1949 -2.4945 -3.0715
H27 -2.9480 -2.3614 -3.3312
H28 -3.3410 -4.0869 -1.5874
H29 -0.3208 -3.9591 -1.1231
H30 -1.2106 -5.3085 -1.8357
H31 -1.4903 -4.8706 -0.1488
H32 -4.1442 0.8918 0.8847
H33 -5.0126 -1.7913 -0.2835
H34 -6.0458 -0.4205 0.1355
H35 -5.2029 -1.3032 1.4103
H36 -3.4763 -0.3429 -1.8306
H37 -2.9192 1.2281 -1.2226
H38 -4.6276 0.9646 -1.5374

Atom charges from the Löwdin analysis, given in e for atoms 1 to 4: number 1, Ir, carries 1.246; number 2, N, carries -0.138; number 3, C, carries -0.165; number 4, C, carries -0.158

***

Here is a molecular structure, C56H66Cl2N5O4P2Tl from OMol25. Energies are from ωB97M-V/def2-TZVPD.

## Properties
Energy relative to the best compared isomer or geometry (same formula, charge and spin) = 0.00 kcal per mole
Total energy = -123099.765 eV
LUMO energy = 0.0 eV
Gap between HOMO and LUMO = 6.204 eV

Positions of all 136 atoms, in Å:
Tl1 -0.0691 0.8140 -0.5892
C1 -4.4468 1.9222 -2.0260
C2 -3.2501 1.3843 -1.3068
N1 -2.2514 2.0845 -0.9449
O1 -2.2308 3.4130 -1.3097
C3 -3.1644 -0.0498 -0.9767
C4 -4.3919 -0.9029 -1.0540
N2 -2.0196 -0.5462 -0.6028
O2 -1.9512 -1.7711 -0.2259
H1 -4.3715 2.9992 -2.1405
H2 -5.3592 1.6782 -1.4802
H3 -4.5269 1.4607 -3.0127
H4 -1.2544 3.5527 -1.3163
H5 -5.1320 -0.6165 -0.3008
H6 -4.1122 -1.9391 -0.8856
H7 -4.8723 -0.8118 -2.0306
C5 4.6115 1.3617 0.4892
C6 5.0173 0.1103 0.9186
C7 4.1897 -0.9811 0.7040
C8 2.9641 -0.7772 0.0802
N3 2.5673 0.4344 -0.2995
C9 3.3676 1.4768 -0.1146
C10 2.0709 -1.9012 -0.3384
C11 2.4152 -3.2302 -0.1339
C12 1.6388 -4.2203 -0.7185
C13 0.5476 -3.8576 -1.4816
C14 0.2478 -2.5062 -1.6019
N4 0.9875 -1.5555 -1.0450
H8 5.2336 2.2363 0.6197
H9 5.9767 -0.0230 1.4023
H10 4.5080 -1.9685 1.0043
H11 2.9899 2.4275 -0.4667
H12 3.2860 -3.4969 0.4462
H13 1.8946 -5.2633 -0.5799
H14 -0.0773 -4.5940 -1.9670
H15 -0.5844 -2.1639 -2.1996
O3 -0.1129 -0.2304 1.6006
P1 -0.6091 -0.7490 2.9267
C15 -1.4531 -2.3498 2.7420
C16 -0.4775 -3.3138 2.0528
C17 -1.1979 -4.5956 1.6407
C18 -2.0507 -5.1829 2.7859
C19 -1.7568 -4.4879 4.1112
C20 -2.0898 -3.0002 3.9980
C21 0.8760 -1.0495 3.9514
C22 0.7091 -1.7466 5.3135
C23 1.9928 -1.5819 6.1224
C24 2.1764 -0.1136 6.5332
C25 1.6254 0.8432 5.4624
C26 1.7378 0.2289 4.0721
C27 -1.6130 0.6089 3.6562
C28 -2.3145 0.4848 5.0226
C29 -3.7348 -0.0784 4.9760
C30 -4.6024 0.6282 3.9425
C31 -3.9397 0.5487 2.5731
C32 -2.5696 1.2114 2.6063
H16 -2.2211 -2.1335 1.9928
H17 0.3530 -3.5569 2.7244
H18 -0.0660 -2.8209 1.1766
H19 -0.4561 -5.3276 1.3127
H20 -1.8213 -4.3690 0.7735
H21 -1.8876 -6.2585 2.8752
H22 -3.1143 -5.0533 2.5644
H23 -0.7090 -4.6326 4.3905
H24 -2.3529 -4.9283 4.9137
H25 -1.8167 -2.4842 4.9201
H26 -3.1751 -2.9255 3.9169
H27 1.4199 -1.7453 3.3008
H28 0.4725 -2.8021 5.1687
H29 -0.1149 -1.3165 5.8871
H30 2.8373 -1.9125 5.5096
H31 1.9800 -2.2262 7.0032
H32 3.2349 0.0899 6.7102
H33 1.6644 0.0658 7.4818
H34 2.1559 1.7962 5.4931
H35 0.5767 1.0756 5.6744
H36 2.7843 -0.0294 3.8832
H37 1.4729 0.9466 3.2962
H38 -0.8035 1.3388 3.7894
H39 -2.3763 1.5021 5.4256
H40 -1.7124 -0.0800 5.7359
H41 -4.1769 -0.0063 5.9729
H42 -3.7081 -1.1366 4.7277
H43 -4.7245 1.6820 4.2186
H44 -5.6016 0.1875 3.9241
H45 -4.5526 1.0426 1.8147
H46 -3.8469 -0.4996 2.2625
H47 -2.7024 2.2700 2.8536
H48 -2.1132 1.1867 1.6198
O4 -0.2874 0.1493 -3.0198
P2 0.4970 0.5227 -4.2383
C33 2.2765 0.5744 -3.9617
C34 2.8866 -0.6162 -3.5635
C35 4.2450 -0.6515 -3.3001
C36 5.0039 0.5059 -3.4260
C37 4.4038 1.6903 -3.8257
C38 3.0430 1.7242 -4.1000
C39 -0.0628 2.0561 -4.9791
C40 0.4534 2.5163 -6.1893
C41 -0.0345 3.6868 -6.7459
C42 -1.0528 4.3856 -6.1058
C43 -1.5800 3.9159 -4.9133
C44 -1.0817 2.7527 -4.3454
C45 0.2521 -0.7132 -5.5394
C46 1.2689 -1.1752 -6.3673
C47 0.9922 -2.1073 -7.3599
C48 -0.2990 -2.5824 -7.5250
C49 -1.3194 -2.1263 -6.6984
C50 -1.0457 -1.1955 -5.7115
H49 2.2917 -1.5148 -3.4570
H50 4.7110 -1.5785 -2.9894
H51 6.0651 0.4823 -3.2115
H52 4.9903 2.5955 -3.9162
H53 2.5764 2.6553 -4.3866
H54 1.2320 1.9600 -6.7003
H55 0.3723 4.0518 -7.6800
H56 -1.4319 5.3011 -6.5419
H57 -2.3657 4.4616 -4.4069
H58 -1.4650 2.3909 -3.4027
H59 2.2810 -0.8112 -6.2400
H60 1.7885 -2.4635 -8.0007
H61 -0.5132 -3.3104 -8.2970
H62 -2.3275 -2.4991 -6.8252
H63 -1.8363 -0.8437 -5.0584
Cl1 0.3746 2.7877 1.8146
C51 1.1046 3.9577 0.7486
C52 1.6726 5.0712 1.3393
C53 2.2236 6.0778 0.5679
C54 2.1616 5.9372 -0.8142
C55 1.6005 4.8187 -1.3857
Cl2 1.5334 4.7781 -3.1301
C56 1.0409 3.7086 -0.6575
N5 0.5412 2.6766 -1.3450
H64 1.6628 5.1422 2.4194
H65 2.6637 6.9541 1.0215
H66 2.5497 6.7073 -1.4682

Atom charges from the Löwdin analysis, given in e for atoms 1 to 4: number 1, Tl, carries 0.953; number 2, C, carries -0.003; number 3, C, carries -0.293; number 4, N, carries -0.053

***

Here is 8 unconnected molecules or ions with the total composition C27H67N3O8 in a non-equilibrium geometry from OMol25. Energies are from ωB97M-V/def2-TZVPD.

## Properties
SMILES = CC1(C)CCCC(C)(C)N1O.CC1(C)CCCC(C)(C)N1O.CC1(C)CCCC(C)(C)N1O.O.O.O.O.O
Energy relative to the best compared isomer or geometry (same formula, charge and spin) = 100.86 kcal per mole
Total energy = -49928.405 eV
LUMO energy = 0.0 eV
Gap between HOMO and LUMO = 7.486 eV

Positions of all 105 atoms, in Å:
C1 4.9662 -31.0601 13.2542
C2 3.9307 -32.0826 13.6050
C3 2.5622 -31.8882 12.7722
C4 4.6190 -33.4988 13.2288
C5 4.0853 -34.7646 13.9294
C6 4.1075 -34.5480 15.3672
C7 3.2341 -33.2807 15.8124
C8 1.7112 -33.5026 15.5796
C9 3.6494 -33.0830 17.2608
N1 3.5702 -31.9982 15.0334
O1 3.2520 -30.7940 15.4684
H1 5.3291 -31.2895 12.2523
H2 4.5016 -30.0744 13.2800
H3 5.8341 -31.0355 13.9132
H4 1.9801 -32.7919 12.5914
H5 1.8965 -31.1115 13.1487
H6 2.9259 -31.5713 11.7947
H7 4.5555 -33.7838 12.1786
H8 5.6488 -33.4341 13.5801
H9 3.0932 -35.0934 13.6200
H10 4.6185 -35.7002 13.7605
H11 5.1229 -34.5915 15.7611
H12 3.5730 -35.3674 15.8477
H13 1.3693 -34.3497 16.1742
H14 1.3012 -33.6669 14.5832
H15 1.1207 -32.6617 15.9435
H16 3.0641 -32.1995 17.5158
H17 4.6982 -32.8084 17.3730
H18 3.2081 -33.7877 17.9657
H19 4.1005 -30.5342 15.8346
C10 -6.2470 -36.3795 21.6355
C11 -7.2338 -35.5747 20.7697
C12 -8.5061 -35.2068 21.5362
C13 -6.5998 -34.2141 20.3769
C14 -5.5231 -34.2649 19.2229
C15 -6.2422 -34.8756 18.0078
C16 -6.9330 -36.2992 18.3032
C17 -8.0163 -36.4557 17.1407
C18 -5.9333 -37.4660 18.0770
N2 -7.6684 -36.3021 19.5590
O2 -8.1512 -37.5799 19.8168
H20 -5.4233 -36.6093 20.9595
H21 -5.9093 -35.7618 22.4677
H22 -6.7493 -37.2754 22.0003
H23 -8.2414 -34.6230 22.4178
H24 -9.2278 -34.6055 20.9833
H25 -9.0923 -36.0169 21.9699
H26 -7.2877 -33.3881 20.1962
H27 -6.1631 -33.8172 21.2934
H28 -5.0662 -33.2807 19.1197
H29 -4.6842 -34.8707 19.5654
H30 -5.5148 -34.9928 17.2045
H31 -7.0018 -34.1912 17.6301
H32 -7.5695 -36.8559 16.2306
H33 -8.6181 -35.5762 16.9118
H34 -8.8251 -37.0981 17.4889
H35 -6.2400 -38.1342 17.2724
H36 -5.7547 -38.1760 18.8846
H37 -4.8960 -37.2536 17.8180
H38 -7.2802 -37.9830 19.8398
C19 -0.8760 -38.9644 10.7201
C20 -0.8649 -38.6918 9.1440
C21 0.4930 -37.8729 8.7575
C22 -0.8204 -40.0206 8.3622
C23 -2.0717 -40.9309 8.5656
C24 -3.3053 -40.1054 8.1497
C25 -3.3635 -38.6281 8.7552
C26 -4.4043 -37.7996 8.0094
C27 -3.8625 -38.6507 10.1945
N3 -2.0285 -37.9898 8.6132
O3 -2.0073 -36.6336 8.7592
H39 -0.9495 -38.0762 11.3478
H40 -1.5147 -39.7885 11.0379
H41 0.0136 -39.5490 10.9542
H42 0.6993 -36.8508 9.0751
H43 1.2946 -38.5517 9.0487
H44 0.5298 -37.7514 7.6749
H45 -0.8032 -39.8294 7.2892
H46 0.0770 -40.6132 8.5399
H47 -1.9607 -41.8293 7.9584
H48 -2.1869 -41.3260 9.5749
H49 -4.1207 -40.6431 8.6337
H50 -3.2415 -40.0973 7.0616
H51 -5.4309 -38.1644 8.0419
H52 -4.1954 -37.6161 6.9554
H53 -4.4581 -36.8361 8.5161
H54 -3.4808 -39.5484 10.6808
H55 -4.9337 -38.7881 10.3419
H56 -3.4945 -37.8543 10.8415
H57 -1.7413 -36.3633 7.8772
O4 -2.0642 -27.6059 9.7191
H58 -1.8970 -27.6610 8.7782
H59 -2.1958 -28.5136 9.9930
O5 -5.4864 -28.6906 14.7624
H60 -4.5811 -28.8857 15.0044
H61 -5.4699 -28.6202 13.8080
O6 -9.0244 -29.6003 11.9285
H62 -9.7361 -29.7802 12.5428
H63 -8.4110 -30.3244 12.0532
O7 -2.9266 -31.5418 11.8175
H64 -3.5908 -32.0910 12.2338
H65 -2.5679 -32.0877 11.1178
O8 -7.4013 -33.8965 12.1191
H66 -7.9948 -34.5634 11.7738
H67 -7.4873 -33.9677 13.0698

Atom charges from the Löwdin analysis, given in e for atoms 1 to 4: number 1, C, carries -0.064; number 2, C, carries -0.448; number 3, C, carries -0.016; number 4, C, carries -0.094

***

Among the records above, which one has the highest total energy?
C3H9ClN2